39
Properties=species:S:1:pos:R:3:forces:R:3:nbo_charge:R:1 method="wB97M-V/def2-TZVPD" homo_ev=-13.4 spin_multiplicity=1 total_charge=+1
C -2.3116 -0.9948 2.6797 -0.28 -0.76 -0.22 -0.639
C -3.2250 -1.5042 1.3761 -0.87 0.66 1.11 -0.428
C -3.3125 -0.3968 0.1696 -0.54 -0.43 -1.03 -0.417
C -2.1496 -0.5262 -0.9789 -0.50 -0.69 -0.04 -0.427
C -0.6090 -0.4634 -0.4192 0.02 -0.48 -1.17 -0.449
C 0.0337 1.0419 -0.3222 -0.49 0.04 1.77 -0.223
C 0.7867 1.1724 1.1624 0.28 2.14 -0.24 -0.497
C -0.2311 2.0648 2.1424 -0.55 -0.61 -3.26 0.278
N -1.1366 2.7049 1.3275 3.27 -2.58 2.65 -0.478
C -0.9395 2.3514 -0.1608 -0.11 1.09 -1.88 -0.261
H -1.2088 -1.4363 2.6386 -2.30 1.20 0.10 0.212
H -2.3358 0.1789 2.7281 0.22 -2.25 -0.12 0.182
H -2.8116 -1.3959 3.6640 1.08 0.80 -1.91 0.237
H -2.9343 -2.5919 1.0219 -0.36 2.41 0.53 0.232
H -4.3308 -1.6051 1.8145 2.38 0.21 -1.06 0.224
H -4.3501 -0.5958 -0.3863 2.26 0.51 1.14 0.232
H -3.3711 0.7245 0.5363 0.16 -2.31 -0.29 0.181
H -2.3810 0.2642 -1.8420 0.76 -1.58 1.89 0.212
H -2.2955 -1.5883 -1.4934 0.37 2.24 1.13 0.232
H -0.4533 -1.0653 0.5999 -0.62 1.51 -2.30 0.238
H 0.0552 -1.0556 -1.2149 -1.52 1.45 1.84 0.255
H 0.7406 1.2602 -1.2566 -1.47 -0.49 2.44 0.274
H 1.2451 0.1977 1.6241 -1.06 2.12 -0.80 0.297
H 1.6247 1.9947 0.9465 -1.27 -1.84 0.88 0.272
H -0.1186 2.0942 3.3255 -0.64 0.34 -2.80 0.286
H -1.8429 3.3420 1.7574 0.68 -0.64 -0.92 0.457
H -0.3337 3.2336 -0.6832 -1.39 -1.61 1.42 0.242
H -1.9862 2.3400 -0.6848 2.00 -0.27 1.15 0.259
C 4.2510 -1.5484 -2.5379 -0.26 -0.03 -0.81 -0.104
C 3.7214 -0.1222 -2.6612 0.95 0.10 -0.35 -0.105
O 2.6786 -0.0263 -1.6937 -0.22 -0.87 0.77 -0.696
S 3.0441 -0.9830 -0.4242 0.70 -0.45 0.01 2.495
O 3.6448 -0.1606 0.6024 -1.05 -1.14 -1.02 -0.882
O 1.9233 -1.8595 -0.1750 1.45 1.28 0.09 -0.882
O 4.2272 -1.8445 -1.1425 -0.79 0.98 0.78 -0.658
H 3.5925 -2.2588 -3.0481 0.09 0.09 0.00 0.198
H 5.2662 -1.6472 -2.9314 -0.14 0.00 0.32 0.228
H 3.3403 0.0956 -3.6617 -0.17 -0.06 0.29 0.223
H 4.4935 0.6089 -2.3990 -0.04 -0.10 -0.09 0.200

---

51
Properties=species:S:1:pos:R:3:forces:R:3:nbo_charge:R:1 method="wB97M-V/def2-TZVPD" e_above_lowest_kcal_mol=19.1 homo_ev="-8.1 / -8.0" spin_multiplicity=2
Au -0.1707 0.1104 0.8902 -0.53 -0.17 0.01 1.011
C -4.4785 -1.7372 0.7562 0.07 -0.07 0.05 -0.655
C -3.2763 -0.8275 0.7251 -0.14 0.21 -0.04 -0.093
S -1.7803 -1.6477 0.7063 0.14 -0.28 0.02 -0.007
C -3.4312 0.5151 0.7002 -0.23 -0.28 0.13 -0.332
C -4.7558 1.2144 0.6445 0.12 0.22 0.04 -0.636
S -2.0534 1.5626 0.6616 -0.03 0.31 -0.52 0.101
H -4.1761 -2.7824 0.7599 0.00 0.00 0.00 0.235
H -5.1097 -1.5606 -0.1143 -0.02 -0.02 -0.04 0.227
H -5.0680 -1.5497 1.6532 -0.01 -0.02 0.03 0.238
H -5.5864 0.5163 0.6265 -0.01 -0.05 0.00 0.230
H -4.8177 1.8259 -0.2619 -0.07 0.03 -0.06 0.207
H -4.8938 1.8883 1.4912 0.01 0.00 0.03 0.230
F 0.6176 -1.4581 2.9721 0.01 0.05 0.06 -0.617
P 0.1877 -0.5261 4.2746 -0.03 -0.07 0.01 2.605
F 0.4457 0.8115 3.3308 0.10 0.02 0.01 -0.614
F -0.2343 0.4182 5.4937 0.02 -0.02 -0.04 -0.578
F -0.0708 -1.8538 5.1291 0.00 0.05 -0.02 -0.579
F 1.7311 -0.4856 4.7198 -0.07 0.01 -0.03 -0.582
F -1.3437 -0.5474 3.7304 0.07 0.02 0.06 -0.596
C 3.6091 -3.5630 0.2460 0.10 -0.10 0.03 -0.409
N 2.5106 -2.6096 0.2504 -0.02 0.20 -0.03 -0.394
C 1.1323 -3.0612 0.1280 -0.04 -0.06 0.00 -0.437
C 2.7678 -1.3304 0.4766 0.05 -0.06 0.13 0.574
O 1.9450 -0.4227 0.6073 0.06 0.19 -0.05 -0.707
H 3.2279 -4.5298 -0.0699 0.03 0.01 -0.02 0.218
H 4.0436 -3.6732 1.2397 0.00 -0.04 0.00 0.213
H 4.3837 -3.2545 -0.4556 0.02 -0.01 0.02 0.207
H 1.1336 -4.0820 -0.2464 -0.02 0.02 -0.01 0.209
H 0.6054 -2.4237 -0.5809 -0.04 0.00 0.01 0.239
H 0.6345 -3.0330 1.0969 -0.04 -0.01 0.02 0.238
H 3.8365 -1.0895 0.5459 -0.02 -0.02 0.00 0.137
C 0.6655 4.0269 0.4228 0.03 0.01 -0.05 -0.637
C 1.1225 3.4687 -0.9044 0.05 0.18 -0.06 -0.065
O 0.8604 2.0501 -0.9412 0.16 -0.14 -0.06 -0.857
P -0.0241 1.3408 -2.0582 0.40 -0.50 -0.12 2.114
O -0.0115 -0.1185 -1.8871 0.21 0.01 -0.12 -1.116
Te -2.2147 2.3191 -1.7944 -0.05 0.06 0.54 0.111
O 0.5278 1.8404 -3.4546 -0.38 0.44 0.03 -0.840
C 1.8194 1.3452 -3.8929 0.17 -0.03 -0.07 -0.064
C 1.6535 0.1131 -4.7487 -0.02 0.01 0.01 -0.638
H 0.9448 5.0785 0.4965 0.00 0.00 -0.01 0.225
H 1.1303 3.4889 1.2484 0.01 -0.03 0.01 0.234
H -0.4177 3.9573 0.5236 -0.01 0.00 0.00 0.214
H 2.2002 3.5802 -1.0361 -0.05 0.01 0.00 0.193
H 0.6214 3.9569 -1.7470 0.02 -0.04 0.09 0.190
H 2.4437 1.1469 -3.0178 -0.03 -0.01 -0.01 0.185
H 2.2617 2.1718 -4.4488 -0.01 -0.04 0.02 0.195
H 1.1408 -0.6669 -4.1906 0.00 -0.03 0.03 0.238
H 2.6326 -0.2557 -5.0531 0.05 0.00 -0.02 0.217
H 1.0782 0.3426 -5.6438 -0.03 0.01 -0.03 0.215

---

42
Properties=species:S:1:pos:R:3:forces:R:3:nbo_charge:R:1 method="wB97M-V/def2-TZVPD" homo_ev=-1.9 spin_multiplicity=1 total_charge=-1
C 2.6982 -1.9317 0.9077 -0.27 -0.28 0.04 -0.631
C 2.8435 -3.3778 0.4007 0.43 -0.02 -0.47 -0.217
N 4.1874 -3.8036 0.1220 -0.03 -0.03 0.43 -0.814
C 4.7554 -4.5556 1.1446 -0.83 0.49 -0.42 0.076
Cl 6.5473 -4.8153 0.7003 0.31 -0.18 -0.07 -0.223
C 4.7726 -3.9948 2.5731 0.69 -0.15 0.40 -0.465
C 5.4399 -4.9119 3.6143 -0.19 -0.09 -0.16 -0.619
H 3.2361 -1.2916 0.2178 0.15 0.21 -0.06 0.198
H 3.1087 -1.8061 1.9030 0.19 0.08 0.22 0.182
H 1.6459 -1.6271 0.9280 -0.11 0.07 0.01 0.169
H 2.2967 -3.3800 -0.5550 -0.18 -0.10 -0.11 0.142
H 2.2715 -4.0610 1.0589 -0.08 -0.04 0.20 0.115
H 4.3793 -5.6001 1.2139 0.14 -0.26 0.07 0.105
H 3.7648 -3.7807 2.9129 -0.36 0.06 -0.26 0.195
H 5.3110 -3.0531 2.5346 -0.01 0.28 -0.09 0.200
H 4.7151 -5.3507 4.2965 -0.11 0.02 0.19 0.181
H 6.1851 -4.3751 4.1932 0.08 0.05 0.19 0.194
H 5.9485 -5.7402 3.1325 0.14 -0.11 -0.14 0.214
C -0.8799 -2.8319 -1.6725 0.11 -0.25 -0.02 -0.259
O -1.0615 -1.6271 -0.9224 -0.07 0.07 -0.01 -0.482
C -1.7930 -0.7014 -1.5296 0.08 -0.07 0.07 0.980
O -2.3037 -0.7928 -2.6181 -0.01 0.03 0.02 -0.657
O -1.8748 0.3612 -0.7228 -0.01 0.01 0.01 -0.494
C -2.6316 1.4469 -1.2549 -0.07 0.16 0.02 -0.252
H -0.2623 -3.4880 -1.0664 0.03 0.14 0.11 0.215
H -1.8410 -3.3054 -1.8673 -0.02 0.06 -0.07 0.180
H -0.3660 -2.6267 -2.6089 -0.06 0.05 -0.04 0.194
H -3.6616 1.1477 -1.4399 0.01 -0.03 -0.08 0.188
H -2.1830 1.8162 -2.1752 -0.03 -0.06 -0.05 0.188
H -2.6148 2.2329 -0.5055 0.06 -0.07 0.06 0.193
C -4.1946 6.5857 -3.3737 0.02 0.02 -0.17 -0.256
O -4.1913 7.1854 -2.0757 -0.01 0.00 0.05 -0.494
C -4.3942 6.3254 -1.0764 0.03 0.06 0.01 0.978
O -4.5775 5.1420 -1.1914 0.00 0.01 0.01 -0.642
O -4.3579 7.0035 0.0714 0.00 0.01 -0.05 -0.494
C -4.5507 6.1958 1.2356 -0.01 -0.01 0.17 -0.256
H -4.0201 7.3909 -4.0810 0.01 0.07 0.08 0.194
H -3.3999 5.8474 -3.4580 -0.04 -0.06 0.04 0.196
H -5.1564 6.1203 -3.5796 0.02 -0.07 0.04 0.192
H -3.7676 5.4448 1.3164 -0.03 -0.05 -0.05 0.196
H -5.5260 5.7139 1.2117 0.02 -0.06 -0.05 0.192
H -4.4975 6.8697 2.0853 0.02 0.08 -0.07 0.195

---

41
Properties=species:S:1:pos:R:3:forces:R:3:nbo_charge:R:1 method="wB97M-V/def2-TZVPD" homo_ev=-9.0 spin_multiplicity=1
C 5.7894 -0.5802 1.5889 0.00 0.13 0.04 -0.602
C 4.7056 0.4933 1.6774 0.09 -0.07 -0.13 -0.394
C 3.3771 0.0656 1.0332 -0.21 0.00 0.01 -0.248
C 3.1069 0.7305 -0.3275 0.14 -0.26 -0.06 -0.083
O 2.3470 1.9385 -0.1521 -0.02 0.07 0.04 -0.707
S 0.7912 1.7069 0.1312 0.06 0.05 -0.08 2.389
O 0.1368 1.3725 -1.0956 0.01 -0.05 0.01 -0.931
O 0.3810 2.8507 0.8804 -0.03 0.00 -0.04 -0.925
C 0.8577 0.2623 1.2009 0.20 -0.09 0.08 -0.493
C -0.3984 0.1860 2.0777 -0.13 0.07 0.01 -0.446
C -1.3851 -0.9147 1.6982 0.05 -0.01 0.06 0.221
C -1.8143 -0.9503 0.2529 0.01 -0.06 0.01 -0.649
F -2.5237 -0.6949 2.4970 0.13 -0.05 -0.04 -0.379
C 2.1873 0.3570 1.9621 -0.06 0.06 -0.29 -0.390
H 5.8806 -0.9613 0.5698 0.02 -0.02 0.01 0.200
H 6.7614 -0.1814 1.8820 -0.01 -0.02 0.01 0.214
H 5.5651 -1.4166 2.2532 -0.04 -0.05 -0.09 0.205
H 4.5340 0.7512 2.7245 0.05 0.02 0.00 0.205
H 5.0636 1.4016 1.1853 -0.06 0.06 0.09 0.205
H 3.4002 -1.0125 0.8338 0.05 0.00 0.12 0.205
H 2.5692 0.0654 -1.0077 -0.05 0.03 0.02 0.194
H 4.0294 1.0209 -0.8274 -0.02 0.09 0.04 0.209
H 0.9171 -0.5924 0.5239 -0.14 -0.02 -0.03 0.238
H -0.0845 0.0349 3.1121 -0.05 0.01 0.01 0.221
H -0.9477 1.1297 2.0576 0.07 0.02 -0.02 0.249
H -0.9971 -1.8926 2.0052 0.00 0.02 -0.04 0.153
H -2.6129 -1.6774 0.1207 -0.04 0.06 0.00 0.246
H -0.9930 -1.2577 -0.3967 0.01 0.05 0.02 0.213
H -2.1632 0.0228 -0.0908 -0.02 0.00 0.04 0.226
H 2.1799 -0.3393 2.8015 0.01 0.03 0.02 0.223
H 2.2910 1.3727 2.3509 -0.02 -0.06 0.20 0.228
C -4.9144 -0.9069 -4.5169 -0.03 0.00 -0.04 -0.831
S -4.3359 -0.1456 -2.9948 0.03 0.02 0.01 1.261
O -3.9753 -1.2562 -2.0756 -0.02 -0.05 -0.02 -0.991
C -5.9411 0.4575 -2.4590 -0.04 0.03 -0.01 -0.831
H -4.0582 -1.3904 -4.9823 0.01 0.00 0.01 0.240
H -5.6774 -1.6480 -4.2802 0.01 0.00 0.02 0.230
H -5.3090 -0.1379 -5.1809 0.01 0.00 0.00 0.226
H -6.6289 -0.3831 -2.3713 0.02 -0.01 0.00 0.230
H -6.3103 1.1927 -3.1740 0.00 0.01 0.01 0.226
H -5.8012 0.9268 -1.4876 0.01 0.00 0.00 0.243